The following is a quantum chemistry calculation of a single C4H8O2 molecule, from OMol25.

Output
E in eV: -8370.759
Maximum force in eV Å⁻¹: 1.636
Energy above the lowest of the compared OMol25 structures with the same formula, charge and spin in eV: 2.5228

Geometry (Å):
C1 1.605 -0.604 -0.948
C2 0.741 0.108 0.392
O1 0.801 1.353 1.134
C3 -0.648 -0.286 -0.022
O2 -0.710 -1.149 -0.873
C4 -1.948 0.271 0.491
H1 1.373 -1.677 -1.185
H2 2.646 -0.601 -0.667
H3 1.426 -0.106 -1.908
H4 1.137 -0.552 1.154
H5 0.461 2.143 0.688
H6 -2.539 -0.604 0.781
H7 -2.469 0.730 -0.357
H8 -1.876 0.973 1.320

natural (NBO) atomic charge list, values in e, 8 entries: atom 1 (C): -0.62, atom 2 (C): 0.00, atom 3 (O): -0.71, atom 4 (C): 0.54, atom 5 (O): -0.55, atom 6 (C): -0.72, atom 7 (H): 0.25, atom 8 (H): 0.19